1.
Density functional theory data (ωB97M-V/def2-TZVPD) for C34H58BaN11 as an isolated structure.

Geometry as XYZ:
```
104
Properties=species:S:1:pos:R:3
Ba -0.408 0.139 1.056
C 0.421 -3.885 1.776
C 1.503 -2.915 1.294
N 1.153 -2.252 0.030
C 1.010 -3.086 -1.170
C -0.436 -3.201 -1.673
N -1.129 -1.917 -1.567
C -2.516 -1.946 -2.061
C -3.528 -2.421 -1.012
C -4.172 -1.302 -0.197
N -3.320 -0.656 0.833
C -3.594 -1.071 2.223
C -2.985 -2.400 2.615
N -1.505 -2.441 2.557
C -1.027 -3.452 1.592
H 0.618 -4.116 2.828
H 0.527 -4.829 1.238
H 2.444 -3.466 1.228
H 1.660 -2.124 2.042
H 1.866 -1.549 -0.171
H 1.406 -4.090 -0.996
H 1.614 -2.638 -1.961
H -0.992 -3.954 -1.108
H -0.408 -3.557 -2.707
H -0.611 -1.252 -2.130
H -2.601 -2.579 -2.950
H -2.775 -0.931 -2.376
H -3.062 -3.159 -0.350
H -4.342 -2.939 -1.529
H -5.079 -1.687 0.278
H -4.490 -0.529 -0.895
H -3.530 0.338 0.795
H -4.669 -1.132 2.409
H -3.194 -0.299 2.890
H -3.398 -3.185 1.976
H -3.325 -2.617 3.627
H -1.151 -2.665 3.475
H -1.152 -3.018 0.599
H -1.649 -4.349 1.643
N 2.377 0.803 1.869
C 2.310 1.226 3.246
C 2.946 0.444 4.207
C 2.904 0.792 5.549
C 2.221 1.937 5.937
C 1.592 2.713 4.973
C 1.614 2.385 3.614
C 0.945 3.287 2.615
C 1.255 4.655 2.667
C 0.616 5.557 1.819
C -0.353 5.092 0.936
C -0.651 3.728 0.904
C -0.007 2.767 1.708
H 3.200 0.246 1.704
H 2.372 1.596 1.227
H 3.496 -0.442 3.891
H 3.410 0.175 6.283
H 2.185 2.230 6.981
H 1.050 3.604 5.274
H 2.004 5.017 3.370
H 0.869 6.612 1.859
H -0.870 5.788 0.275
H -1.429 3.402 0.204
C 2.925 1.440 -4.578
N 3.754 1.588 -3.388
C 5.185 1.770 -3.635
C 5.787 1.565 -2.261
N 4.813 0.674 -1.644
C 4.948 0.409 -0.227
C 3.552 0.879 -2.217
N 2.462 0.465 -1.675
C 1.166 0.727 -2.296
C 0.582 2.116 -2.166
N -0.855 1.901 -2.275
C -1.689 2.816 -2.594
N -1.492 4.148 -2.868
C -0.264 4.665 -3.455
C -2.750 4.777 -3.275
C -3.793 3.841 -2.693
N -3.066 2.582 -2.659
C -3.669 1.442 -2.011
H 3.299 2.128 -5.332
H 1.887 1.697 -4.392
H 2.970 0.426 -4.990
H 5.379 2.759 -4.039
H 5.555 1.024 -4.344
H 5.868 2.509 -1.711
H 6.771 1.105 -2.302
H 5.892 -0.103 -0.038
H 4.127 -0.229 0.089
H 4.931 1.337 0.364
H 0.425 0.168 -1.766
H 1.107 0.399 -3.334
H 1.004 2.768 -2.930
H 0.863 2.531 -1.190
H 0.569 4.605 -2.758
H -0.423 5.714 -3.686
H 0.003 4.151 -4.385
H -2.829 4.836 -4.365
H -2.821 5.783 -2.870
H -4.683 3.769 -3.315
H -4.097 4.153 -1.687
H -4.110 1.724 -1.043
H -2.899 0.693 -1.857
H -4.457 1.018 -2.633
```

Computed properties:
LUMO level	-0.066	Eh
strongest force on any atom	0.98	eV/Å
net charge	+1

Atomic partial charges in e from the Mulliken method, atoms 1 to 5: Ba 1.17; C -1.22; C -0.34; N 0.64; C -1.14

---

2.
Density functional theory data (ωB97M-V/def2-TZVPD) for C34H58BrCl4KN2O2Si4 as an isolated structure at a distorted geometry.

Geometry as XYZ:
```
106
Properties=species:S:1:pos:R:3
K 1.132 -0.712 -1.601
Cl 3.777 1.498 -7.567
C 2.680 1.282 -6.229
C 1.715 2.218 -5.957
Cl 1.574 3.655 -6.937
C 0.845 2.013 -4.873
Cl -0.367 3.219 -4.512
C 0.898 0.896 -4.027
O 0.103 0.736 -3.032
C 1.925 -0.123 -4.335
O 2.016 -1.183 -3.621
C 2.774 0.140 -5.418
Cl 3.992 -1.064 -5.757
C 1.316 -4.445 -2.134
Si 2.877 -4.076 -1.117
C 3.547 -5.786 -0.591
C 4.088 -3.493 -2.437
C 2.587 -2.935 0.270
Si 3.881 -1.727 0.631
C 3.684 -0.817 2.286
C 5.656 -2.410 0.773
C 3.998 -0.338 -0.655
Si 1.751 -3.649 1.679
C 0.304 -4.821 1.290
C 2.846 -4.641 2.891
C 0.861 -2.399 2.850
C 0.579 -2.764 4.173
C -0.085 -1.896 5.021
C -0.464 -0.659 4.527
C -0.163 -0.373 3.204
N 0.469 -1.203 2.384
H 1.509 -5.230 -2.870
H 1.050 -3.548 -2.697
H 0.475 -4.753 -1.513
H 3.623 -6.450 -1.457
H 2.931 -6.282 0.160
H 4.547 -5.670 -0.166
H 4.201 -4.301 -3.168
H 5.081 -3.263 -2.053
H 3.702 -2.631 -2.978
H 3.659 -1.488 3.145
H 2.773 -0.222 2.309
H 4.540 -0.148 2.413
H 5.701 -3.187 1.540
H 6.337 -1.605 1.066
H 6.028 -2.843 -0.154
H 3.160 0.360 -0.568
H 3.991 -0.746 -1.669
H 4.914 0.248 -0.537
H 0.604 -5.691 0.706
H -0.462 -4.285 0.728
H -0.147 -5.173 2.221
H 3.476 -5.324 2.321
H 2.276 -5.232 3.613
H 3.507 -3.974 3.447
H 0.897 -3.734 4.532
H -0.299 -2.176 6.047
H -0.982 0.069 5.138
H -0.450 0.579 2.773
C -2.032 4.644 -1.756
C -3.079 3.683 -1.174
C -3.187 2.516 -2.173
C -4.430 4.416 -1.151
Si -2.555 3.071 0.571
Br -0.804 1.742 0.191
C -3.910 2.020 1.442
C -4.988 2.911 2.079
C -4.614 1.083 0.451
C -3.312 1.113 2.527
C -1.867 4.474 1.706
C -0.486 4.965 1.245
C -1.675 3.985 3.148
C -2.813 5.684 1.729
H -2.324 4.892 -2.780
H -1.048 4.181 -1.816
H -1.955 5.580 -1.201
H -3.414 2.936 -3.157
H -3.986 1.820 -1.925
H -2.259 1.955 -2.283
H -4.648 4.778 -2.162
H -4.439 5.284 -0.488
H -5.253 3.764 -0.861
H -5.474 3.565 1.352
H -4.605 3.533 2.886
H -5.764 2.268 2.507
H -5.212 1.621 -0.283
H -5.289 0.431 1.015
H -3.912 0.434 -0.068
H -2.794 1.662 3.312
H -2.624 0.384 2.102
H -4.126 0.552 2.998
H 0.262 4.179 1.325
H -0.179 5.790 1.896
H -0.474 5.327 0.221
H -1.017 3.117 3.194
H -2.609 3.730 3.647
H -1.200 4.784 3.727
H -2.872 6.175 0.758
H -2.431 6.423 2.443
H -3.826 5.427 2.036
C -2.212 -3.360 -2.143
C -2.667 -2.447 -1.104
N -3.048 -1.751 -0.276
H -1.162 -3.191 -2.377
H -2.802 -3.211 -3.045
H -2.327 -4.384 -1.790
```

Computed properties:
LUMO level	0.135	Eh
energy above the lowest of the compared OMol25 structures with the same formula, charge and spin	0.8668	eV
strongest force on any atom	2.78	eV/Å
net charge	-2

Atomic partial charges in e from the Mulliken method, atoms 1 to 5: K 0.99; Cl -0.28; C 0.25; C 0.15; Cl -0.27

---

3.
Density functional theory data (ωB97M-V/def2-TZVPD) for C34H58CrN2O4Si as an isolated structure at a distorted geometry.

Geometry as XYZ:
```
100
Properties=species:S:1:pos:R:3
O 1.381 -0.555 -2.006
O 0.043 -5.670 -1.001
C 0.935 -0.573 -3.477
C 1.986 0.107 -4.301
H -0.023 -0.052 -3.497
H 0.793 -1.625 -3.756
H 2.078 1.164 -4.029
H 1.689 0.070 -5.358
H 2.962 -0.382 -4.214
C 2.530 -1.542 -1.706
C 2.476 -2.834 -2.480
H 2.454 -1.710 -0.633
H 3.419 -0.947 -1.913
H 1.551 -3.396 -2.309
H 3.298 -3.470 -2.125
H 2.631 -2.678 -3.552
C 0.287 -5.206 0.323
C -1.295 -5.440 -1.423
C 1.710 -5.540 0.737
H -0.418 -5.685 1.029
H 0.128 -4.112 0.383
H 1.964 -6.576 0.505
H 1.814 -5.394 1.817
H 2.426 -4.881 0.236
C -1.690 -6.431 -2.506
H -1.367 -4.414 -1.832
H -2.008 -5.522 -0.583
H -1.024 -6.364 -3.370
H -2.709 -6.216 -2.833
H -1.665 -7.455 -2.121
H 0.514 -0.704 -1.334
N -0.342 2.766 -0.136
C -1.188 3.521 0.570
C -1.670 3.139 1.823
C -1.131 2.159 2.655
C -1.636 4.831 -0.013
H -2.046 4.719 -1.026
H -0.815 5.560 -0.054
H -2.421 5.244 0.628
C -1.694 1.999 4.043
H -1.096 2.533 4.791
H -1.757 0.943 4.343
H -2.709 2.420 4.067
N -0.084 1.408 2.285
C 0.229 3.260 -1.365
C -0.418 3.013 -2.594
C -1.748 2.326 -2.658
C 0.186 3.457 -3.770
H -0.305 3.243 -4.722
C 1.377 4.181 -3.732
H 1.839 4.522 -4.657
C 1.964 4.489 -2.508
H 2.878 5.083 -2.454
C 1.388 4.059 -1.316
C 1.998 4.459 -0.013
C 0.774 0.874 3.291
C 0.766 -0.512 3.543
C -0.184 -1.395 2.804
C 1.606 -1.025 4.528
H 1.588 -2.102 4.711
C 2.440 -0.182 5.258
H 3.103 -0.595 6.018
C 2.425 1.192 5.018
H 3.064 1.872 5.588
C 1.599 1.737 4.038
C 1.593 3.213 3.795
Cr 0.195 0.941 0.361
H -1.643 1.245 -2.842
H -2.337 2.734 -3.492
H -2.335 2.453 -1.743
H 1.261 4.870 0.691
H 2.754 5.234 -0.194
H 2.500 3.614 0.475
H 0.027 -2.446 3.032
H -0.102 -1.265 1.712
H -1.230 -1.195 3.083
H 1.702 3.448 2.729
H 2.442 3.665 4.321
H 0.678 3.693 4.168
H -2.476 3.745 2.239
C -1.051 -0.717 -0.636
Si -2.895 -0.850 -0.181
H -1.134 -0.590 -1.721
H -0.629 -1.699 -0.378
C -3.781 -1.322 -1.786
C -3.696 0.716 0.463
C -3.149 -2.214 1.090
H -2.407 -3.015 0.971
H -4.148 -2.660 0.968
H -3.080 -1.827 2.116
H -3.534 -0.616 -2.591
H -4.872 -1.302 -1.644
H -3.497 -2.330 -2.118
H -3.381 1.613 -0.085
H -3.478 0.875 1.526
H -4.790 0.635 0.357
O 2.970 1.743 1.317
C 2.942 0.570 0.917
O 1.861 -0.116 0.653
H 3.869 -0.012 0.770
```

Computed properties:
LUMO level (alpha / beta)	-0.144 / -0.097	Eh
strongest force on any atom	2.09	eV/Å
2S+1	4
expectation value of S²	3.85
net charge	+1

Atomic partial charges in e from the Mulliken method, atoms 1 to 5: O -0.39; O -0.43; C 0.01; C -1.38; H 0.12

---

4.
Density functional theory data (ωB97M-V/def2-TZVPD) for a 11-piece molecular cluster, C34H59Cl20N2O6P overall at a distorted geometry.

Geometry as XYZ:
```
122
Properties=species:S:1:pos:R:3
C -1.860 -0.795 1.169
C -0.631 -0.092 0.583
C 0.328 0.479 1.693
C -0.358 1.743 2.218
C 0.386 2.451 3.310
C 0.475 2.074 4.575
C -0.198 0.833 5.092
C 0.799 -0.059 5.888
N 0.760 -1.472 5.417
C 1.250 2.961 5.497
O 1.904 2.594 6.433
C 1.151 4.447 5.212
C 1.116 5.404 6.371
P -0.113 4.907 7.633
O 0.569 4.446 8.834
O -1.020 6.202 7.982
O -1.077 3.784 7.017
C 1.078 4.806 3.951
N 0.952 6.197 3.539
C -0.234 6.474 3.431
O -1.342 6.856 3.400
C 1.100 3.717 2.903
O 1.610 3.846 1.827
H -2.709 -0.663 0.497
H -2.176 -0.353 2.111
H -1.727 -1.863 1.260
H -0.110 -0.697 -0.152
H -1.011 0.800 0.082
H 0.585 -0.253 2.471
H 1.260 0.723 1.183
H -0.450 2.434 1.382
H -1.382 1.524 2.516
H -0.634 0.251 4.291
H -0.968 1.130 5.802
H 0.537 -0.059 6.942
H 1.812 0.304 5.754
H 0.404 -1.510 4.471
H 1.718 -1.789 5.377
H 2.080 5.402 6.864
H 0.859 6.385 5.986
H -1.847 6.096 7.488
H -1.536 3.383 7.778
Cl 0.825 -2.541 1.843
C 1.106 -3.743 0.557
C 2.480 -3.590 -0.040
Cl 2.605 -2.064 -0.947
H 0.327 -3.624 -0.192
H 0.999 -4.730 1.006
H 2.681 -4.400 -0.739
H 3.254 -3.596 0.724
Cl 0.143 -2.695 -2.817
C -1.054 -3.896 -3.371
C -2.448 -3.642 -2.852
Cl -2.575 -3.924 -1.093
H -0.702 -4.881 -3.071
H -1.056 -3.849 -4.460
H -3.145 -4.329 -3.328
H -2.775 -2.627 -3.055
Cl -3.218 3.552 9.214
C -4.980 3.568 8.955
C -5.366 4.417 7.770
Cl -5.068 6.150 8.062
H -5.448 3.917 9.872
H -5.289 2.538 8.783
H -6.430 4.306 7.569
H -4.814 4.129 6.879
Cl -3.966 -4.084 2.227
C -5.732 -4.241 2.063
C -6.270 -3.419 0.920
Cl -6.145 -1.668 1.235
H -6.185 -3.955 3.007
H -5.943 -5.295 1.887
H -7.326 -3.640 0.775
H -5.741 -3.632 -0.006
Cl 0.519 -1.085 -6.358
C -0.437 0.407 -6.172
C -0.563 0.822 -4.729
Cl -1.565 -0.317 -3.792
H -1.411 0.240 -6.627
H 0.075 1.186 -6.734
H -1.044 1.797 -4.666
H 0.409 0.885 -4.245
Cl -0.229 0.236 -10.645
C 1.330 -0.628 -10.561
C 1.232 -2.040 -11.080
Cl 0.251 -3.074 -10.013
H 1.669 -0.609 -9.527
H 2.038 -0.064 -11.167
H 2.229 -2.482 -11.124
H 0.795 -2.073 -12.075
Cl -8.739 -4.416 3.989
C -8.117 -4.660 5.642
C -7.748 -3.358 6.306
Cl -6.324 -2.599 5.548
H -7.266 -5.334 5.586
H -8.907 -5.151 6.209
H -7.494 -3.538 7.349
H -8.568 -2.646 6.268
Cl 7.199 -2.197 -2.389
C 7.216 -0.427 -2.172
C 5.828 0.144 -2.031
Cl 4.897 0.032 -3.543
H 7.741 0.010 -3.018
H 7.789 -0.224 -1.269
H 5.890 1.201 -1.776
H 5.264 -0.366 -1.252
Cl 6.922 2.497 -4.933
C 6.098 3.758 -5.887
C 4.994 4.433 -5.113
Cl 3.620 3.340 -4.808
H 5.722 3.297 -6.797
H 6.855 4.492 -6.160
H 4.608 5.275 -5.686
H 5.348 4.802 -4.154
Cl 4.521 -2.056 -11.090
C 6.082 -2.914 -10.991
C 5.983 -4.328 -11.505
Cl 4.992 -5.359 -10.444
H 6.415 -2.887 -9.957
H 6.792 -2.352 -11.595
H 6.976 -4.772 -11.545
H 5.551 -4.359 -12.503
```

Computed properties:
LUMO level	-0.017	Eh
strongest force on any atom	1.97	eV/Å
net charge	0
SMILES	CCCCC1=C(CCN)C(=O)C(CP(=O)(O)O)=C(N=C=O)C1=O.ClCCCl.ClCCCl.ClCCCl.ClCCCl.ClCCCl.ClCCCl.ClCCCl.ClCCCl.ClCCCl.ClCCCl

Atomic partial charges in e from the Mulliken method, atoms 1 to 5: C -0.82; C -0.39; C 0.27; C -1.35; C 0.19